Model w:
A single C19H24N4O3 molecule, computed with wB97M-V/def2-TZVPD.

Last column: Löwdin charge in e.
Cartesian coordinates (Å):
C1 -1.449 -3.670 -2.125  -0.05
C2 -0.003 -3.328 -1.891  -0.28
C3 0.807 -2.886 -2.931  -0.06
C4 2.141 -2.581 -2.702  -0.07
C5 2.685 -2.714 -1.434  -0.04
C6 1.895 -3.160 -0.378  -0.24
C7 2.470 -3.333 1.008  -0.15
C8 3.395 -2.201 1.463  -0.10
C9 2.876 -0.783 1.309  -0.48
O1 3.634 0.150 1.116  0.07
N1 1.537 -0.601 1.476  0.13
C10 0.952 0.715 1.376  -0.26
C11 -0.456 0.753 1.960  -0.08
N2 -1.046 1.918 1.314  -0.01
C12 -2.326 2.228 1.608  -0.41
O2 -3.000 1.547 2.373  0.06
C13 -2.942 3.423 1.004  -0.15
C14 -4.226 3.784 1.063  0.01
N3 -4.338 4.993 0.408  0.12
C15 -3.102 5.390 -0.056  -0.48
N4 -2.844 6.446 -0.695  0.13
O3 -2.226 4.402 0.319  0.08
C16 -0.193 2.442 0.234  -0.09
C17 0.768 1.287 -0.041  -0.27
C18 0.168 0.281 -1.014  -0.03
C19 0.559 -3.457 -0.624  -0.02
H1 -2.066 -3.381 -1.273  0.08
H2 -1.835 -3.169 -3.012  0.08
H3 -1.575 -4.745 -2.271  0.08
H4 0.388 -2.771 -3.923  0.11
H5 2.761 -2.229 -3.517  0.11
H6 3.725 -2.459 -1.268  0.12
H7 1.649 -3.463 1.719  0.11
H8 3.040 -4.265 1.051  0.12
H9 3.633 -2.342 2.520  0.13
H10 4.343 -2.225 0.929  0.11
H11 0.926 -1.400 1.452  0.13
H12 1.595 1.399 1.933  0.16
H13 -1.025 -0.149 1.707  0.13
H14 -0.473 0.855 3.045  0.14
H15 -5.050 3.274 1.527  0.14
H16 -5.165 5.542 0.274  0.16
H17 -1.858 6.509 -0.921  0.05
H18 -0.784 2.701 -0.641  0.12
H19 0.337 3.338 0.564  0.13
H20 1.722 1.651 -0.421  0.14
H21 -0.812 -0.069 -0.677  0.09
H22 0.035 0.736 -1.996  0.09
H23 0.815 -0.586 -1.137  0.06
H24 -0.066 -3.796 0.197  0.12

orbital gap: 8.844 eV
SMILES string: [H]/N=c1/[nH]cc(C(=O)N2C[C@H](C)[C@H](NC(=O)CCc3cccc(C)c3)C2)o1
net charge: 0

=====

Model x:
A single C19H24N4O3 molecule, computed with wB97M-V/def2-TZVPD.

Last column: Löwdin charge in e.
Cartesian coordinates (Å):
C1 -3.309 -3.092 1.925  -0.10
C2 -2.143 -2.258 1.625  -0.08
C3 -1.189 -1.573 1.379  -0.04
C4 -0.037 -0.725 1.053  -0.14
C5 -0.406 0.454 0.145  -0.20
N1 -1.087 -0.023 -1.061  0.14
C6 -0.840 0.049 -2.384  -0.41
O1 0.140 0.576 -2.915  0.04
C7 -1.867 -0.581 -3.211  -0.16
N2 -2.965 -1.192 -2.716  0.12
C8 -3.663 -1.641 -3.724  -0.13
N3 -3.053 -1.341 -4.914  0.00
C9 -3.429 -1.616 -6.198  -0.04
C10 -2.633 -1.202 -7.223  -0.07
C11 -1.441 -0.499 -6.955  -0.07
C12 -1.061 -0.222 -5.669  0.02
C13 -1.879 -0.649 -4.609  -0.11
C14 0.777 1.440 0.081  -0.45
O2 0.714 2.455 0.752  0.07
N4 1.882 1.081 -0.593  0.12
C15 3.052 1.937 -0.726  -0.29
C16 2.838 3.022 -1.784  -0.21
O3 2.693 2.495 -3.086  -0.05
C17 4.268 1.058 -1.004  -0.18
C18 5.582 1.826 -1.088  -0.26
C19 6.781 0.896 -1.242  -0.11
H1 -4.114 -2.478 2.328  0.08
H2 -3.660 -3.584 1.019  0.08
H3 -3.046 -3.853 2.660  0.08
H4 0.389 -0.354 1.987  0.13
H5 0.722 -1.351 0.575  0.12
H6 -1.169 1.029 0.671  0.15
H7 -1.948 -0.518 -0.857  0.12
H8 -4.596 -2.175 -3.669  0.13
H9 -4.354 -2.157 -6.330  0.13
H10 -2.920 -1.412 -8.242  0.11
H11 -0.817 -0.172 -7.775  0.11
H12 -0.151 0.318 -5.454  0.11
H13 1.818 0.285 -1.206  0.14
H14 3.205 2.439 0.232  0.15
H15 1.949 3.608 -1.520  0.12
H16 3.674 3.721 -1.779  0.12
H17 1.896 1.947 -3.089  0.05
H18 4.342 0.309 -0.209  0.12
H19 4.113 0.503 -1.935  0.12
H20 5.554 2.514 -1.936  0.11
H21 5.709 2.442 -0.193  0.11
H22 7.710 1.464 -1.305  0.07
H23 6.866 0.214 -0.393  0.07
H24 6.698 0.294 -2.148  0.07

orbital gap: 8.379 eV
SMILES string: CC#CC[C@H](NC(=O)c1ncn2ccccc12)C(=O)N[C@H](CO)CCC
net charge: 0

=====

Of them, the most stable is model w and the least stable is model x.

=====

Model w:
A gas-phase ion, CH4IN2 (charge +1), computed with wB97M-V/def2-TZVPD.

Last column: Löwdin charge in e.
Cartesian coordinates (Å):
C1 -0.391 0.036 -0.008  -0.81
N1 0.234 1.175 0.048  0.13
N2 0.375 -1.183 -0.023  0.11
I1 -2.458 -0.089 0.028  1.07
H1 1.246 1.226 0.064  0.15
H2 -0.264 2.052 0.126  0.13
H3 1.376 -1.159 -0.111  0.11
H4 -0.117 -2.057 -0.124  0.09

orbital gap: 10.667 eV
SMILES string: NC(=[NH2+])I
net charge: +1

=====

Model x:
2 unconnected molecules or ions with the total composition CH4IN2, computed with wB97M-V/def2-TZVPD.

Last column: Löwdin charge in e.
Cartesian coordinates (Å):
C1 1.151 0.302 0.011  -0.12
N1 2.383 0.217 -0.372  0.21
N2 -0.010 0.336 0.142  0.37
I1 -4.362 0.038 -0.110  0.43
H1 2.641 -0.728 -0.760  0.19
H2 3.135 0.747 0.076  0.16
H3 -3.904 -1.139 0.865  -0.35
H4 -1.033 0.226 0.149  0.11

orbital gap: 8.303 eV
net charge: +1

=====

Of them, the most stable is model w and the least stable is model x.

=====

Model w:
2 unconnected molecules or ions with the total composition S2, computed with wB97M-V/def2-TZVPD.

Last column: Löwdin charge in e.
Cartesian coordinates (Å):
S1 1.592 -0.475 -0.144  0.00
S2 -1.592 0.475 0.144  0.00

orbital gap: 4.457 eV
net charge: 0

=====

Model x:
2 unconnected molecules or ions with the total composition S2, computed with wB97M-V/def2-TZVPD.

Last column: Löwdin charge in e.
Cartesian coordinates (Å):
S1 0.000 0.000 1.632  0.00
S2 0.000 0.000 -1.632  0.00

orbital gap: 4.576 eV
net charge: 0

=====

Of them, the most stable is model x and the least stable is model w.